[1]
14
Properties=species:S:1:pos:R:3:forces:R:3:mulliken_charge:R:1 method="wB97M-V/def2-TZVPD" e_homo_ha="-0.29216 / -0.30877" total_charge=0 de_lowest_kcal_mol=127.8 total_energy_ev=-6345.240 homo_lumo_gap_ha="0.307 / 0.333"
C -1.558 -0.272 0.061 4.4 2.3 0.3 -1.013
C -0.312 -0.475 -0.412 -0.3 1.0 0.5 0.808
C 0.702 0.992 1.534 -0.2 0.7 2.4 -0.400
C -0.277 1.667 0.700 -1.2 -2.3 -0.8 -0.330
C 0.655 0.637 0.081 -1.4 -0.7 -1.2 -0.430
C 0.029 -1.581 -1.366 0.8 -1.4 0.1 -1.012
H -2.348 -0.921 0.166 -2.1 -1.0 0.0 0.378
H 1.547 1.690 1.666 -0.1 -0.5 0.4 0.214
H 0.424 0.410 2.490 0.5 0.6 -1.9 0.225
H -0.839 2.541 0.416 0.4 0.1 0.2 0.396
H 1.560 0.954 -0.443 -0.4 -0.3 -0.3 0.334
H 0.577 -1.218 -2.252 -0.3 0.1 0.2 0.281
H -0.919 -2.072 -1.729 1.1 0.3 0.5 0.305
H 0.759 -2.350 -0.914 -1.2 0.9 -0.5 0.244

[2]
49
Properties=species:S:1:pos:R:3:forces:R:3:mulliken_charge:R:1 method="wB97M-V/def2-TZVPD" e_homo_ha=-0.08021 total_charge=-2 de_lowest_kcal_mol=19.3 total_energy_ev=-466836.750 homo_lumo_gap_ha=0.219
Sc 0.164 0.212 0.224 0.7 1.2 0.7 0.017
N 2.635 1.180 3.785 0.1 0.0 0.3 -0.508
C 1.484 1.095 3.038 -0.5 0.1 0.0 0.220
S 1.019 2.453 2.096 0.0 0.0 -0.6 -0.341
N 0.780 0.011 3.184 0.5 -0.7 0.6 -1.336
N -0.299 -0.113 2.353 -0.5 -0.4 0.5 1.093
C -1.303 -0.776 2.803 0.5 0.4 0.2 -0.788
C -2.485 -1.057 2.029 -0.3 0.0 -0.6 0.812
C -3.502 -1.830 2.595 0.1 0.0 -0.1 -0.713
C -4.646 -2.154 1.896 -0.1 -0.1 0.1 -0.608
C -4.782 -1.715 0.580 0.0 0.0 0.1 -0.498
C -3.809 -0.936 -0.003 0.1 0.1 0.0 -0.491
C -2.646 -0.553 0.700 -0.5 -0.2 0.4 0.483
O -1.787 0.248 0.147 -0.9 0.0 -0.1 -0.265
H 3.289 1.863 3.436 -0.1 -0.1 -0.1 0.266
H 3.050 0.277 3.970 0.0 0.0 0.0 0.288
H -1.265 -1.145 3.832 0.0 0.1 -0.1 0.262
H -3.372 -2.186 3.610 0.0 0.0 0.1 0.318
H -5.421 -2.751 2.360 0.0 0.0 0.0 0.364
H -5.663 -1.991 0.014 0.0 0.0 -0.1 0.358
H -3.907 -0.593 -1.026 0.0 0.0 0.0 0.413
Br -0.117 -3.326 -5.754 0.0 0.0 -0.1 -0.229
C -0.045 -2.865 -3.922 0.0 -0.2 0.0 0.194
C -0.062 -3.847 -2.951 0.0 0.0 -0.2 0.182
Br -0.179 -5.673 -3.438 0.0 -0.1 0.0 -0.233
C 0.014 -3.490 -1.601 0.0 -0.1 0.3 -0.157
Br -0.005 -4.798 -0.230 0.0 0.1 0.0 -0.193
C 0.124 -2.168 -1.196 -0.1 -0.3 -0.8 0.468
O 0.243 -1.790 0.044 0.1 0.1 0.3 -0.579
C 0.118 -1.147 -2.207 -0.1 -0.5 -0.1 0.623
O 0.210 0.089 -1.802 0.1 0.0 -0.4 -0.226
C 0.037 -1.524 -3.538 0.0 0.2 -0.2 -0.279
Br 0.067 -0.126 -4.820 0.0 0.0 0.1 -0.200
Br -1.906 6.083 -0.729 -0.2 0.1 0.0 -0.226
C -0.079 5.873 -0.297 0.0 -0.2 0.0 0.276
C 0.587 6.962 0.243 -0.1 0.0 0.0 -0.444
C 1.931 6.853 0.554 0.0 0.0 0.0 -0.453
C 2.600 5.663 0.318 0.0 0.1 0.0 -0.596
C 1.930 4.579 -0.221 0.0 -0.2 -0.1 0.043
C 0.578 4.671 -0.525 -0.4 -0.3 -0.3 -0.353
I -0.410 2.974 -1.336 0.5 0.7 0.1 0.361
H 0.044 7.879 0.413 0.0 0.1 0.0 0.356
H 2.450 7.700 0.983 0.0 0.0 0.0 0.334
H 3.649 5.566 0.558 0.0 0.0 0.0 0.403
H 2.460 3.655 -0.398 0.0 -0.1 0.0 0.272
Cl 4.232 -0.543 1.345 -0.1 0.0 0.1 -0.429
Si 2.940 0.221 -0.232 1.0 -0.5 -0.1 0.531
Cl 3.317 -1.347 -1.669 0.0 0.2 0.1 -0.348
Cl 4.383 1.648 -0.992 -0.2 0.2 0.0 -0.446

[3]
123
Properties=species:S:1:pos:R:3:forces:R:3:mulliken_charge:R:1 method="wB97M-V/def2-TZVPD" e_homo_ha=-0.00590 total_charge=-2 de_lowest_kcal_mol=36.2 total_energy_ev=-152685.863 homo_lumo_gap_ha=0.114
K -0.746 1.629 -0.328 -1.4 0.8 -0.6 1.175
N 1.534 -2.713 3.432 -0.1 0.0 0.0 0.284
C 1.099 -1.724 2.603 0.1 0.0 0.3 -0.633
N -0.083 -1.236 2.603 0.0 0.2 0.4 0.436
C -1.024 -1.718 3.505 0.2 0.0 -0.3 -0.062
N -2.247 -1.338 3.482 -0.2 -0.4 0.5 -0.711
N -2.549 -0.305 2.644 0.1 0.5 -0.3 0.007
C -3.684 -0.393 2.086 0.0 -0.3 0.0 -0.553
C -4.252 0.647 1.217 -0.2 0.3 -0.3 0.471
C -5.597 0.554 0.869 0.0 -0.1 0.1 -0.637
C -6.152 1.517 0.040 0.0 0.1 0.0 -0.533
C -5.350 2.542 -0.425 -0.1 -0.1 0.1 -0.673
C -4.016 2.557 -0.030 0.3 0.2 0.1 -0.015
N -3.476 1.640 0.769 0.0 -0.2 0.0 -0.034
C -0.618 -2.756 4.468 0.2 -0.1 -0.1 0.875
C -1.478 -3.293 5.423 0.0 0.0 0.1 -0.253
C -1.054 -4.297 6.273 -0.1 0.0 0.0 -0.794
C 0.247 -4.786 6.180 0.1 0.0 -0.1 -0.388
C 1.117 -4.268 5.241 0.0 -0.1 0.1 -0.952
C 0.686 -3.254 4.388 -0.1 0.1 0.0 -0.217
H 2.483 -3.038 3.367 0.0 0.0 -0.1 0.307
H 1.834 -1.356 1.891 0.0 0.0 0.0 0.333
H -4.295 -1.288 2.237 -0.1 0.0 0.1 0.297
H -6.197 -0.263 1.253 0.0 0.0 0.0 0.388
H -7.199 1.465 -0.238 0.0 0.0 0.0 0.387
H -5.729 3.317 -1.076 0.1 0.0 0.0 0.488
H -3.350 3.350 -0.369 0.0 0.0 -0.1 0.246
H -2.485 -2.902 5.474 0.0 0.0 0.0 0.477
H -1.734 -4.706 7.008 0.0 0.0 0.0 0.396
H 0.582 -5.579 6.837 0.0 0.0 0.0 0.394
H 2.130 -4.645 5.157 0.0 0.0 0.0 0.407
C 5.543 -2.747 -1.303 -0.1 0.1 0.0 -1.485
C 4.468 -1.730 -1.010 0.0 -0.1 0.0 0.336
C 4.668 -0.667 -0.158 -0.1 0.0 0.1 -0.970
C 3.663 0.258 0.185 0.1 -0.1 -0.2 0.856
C 4.140 1.365 1.062 0.1 0.0 0.1 -0.446
O 5.268 1.806 0.897 -0.1 0.0 0.0 -0.721
C 3.393 1.812 2.297 0.0 0.0 0.1 -0.020
C 2.065 1.507 2.568 -0.2 -0.1 0.1 0.566
C 1.513 1.807 3.808 0.0 0.0 0.0 -0.632
C 2.270 2.435 4.784 0.1 0.0 0.0 -0.783
C 3.590 2.780 4.509 0.0 0.0 0.0 -0.718
C 4.144 2.465 3.279 0.0 0.0 0.0 -0.517
C 2.370 0.161 -0.417 0.2 -0.1 0.0 -0.461
O 1.393 0.942 -0.203 1.2 -0.5 0.1 -0.491
C 2.215 -0.911 -1.363 0.0 -0.1 -0.2 -0.505
C 3.210 -1.817 -1.629 0.1 0.1 0.0 0.422
C 0.897 -1.026 -2.068 0.0 -0.2 0.1 -0.461
N -0.109 -1.620 -1.555 -0.1 -0.1 0.1 0.519
C 0.019 -2.139 -0.208 0.0 0.1 -0.2 0.417
C -1.092 -3.119 0.172 0.0 0.3 -0.3 -1.433
Te -1.491 -4.583 -1.354 0.2 0.0 0.2 0.129
C 0.446 -5.415 -1.125 -0.1 0.0 0.1 -0.268
C 1.344 -5.446 -2.186 0.0 0.0 0.0 -0.109
C 2.630 -5.941 -2.003 0.0 0.0 0.0 -0.577
C 3.033 -6.399 -0.759 0.0 0.0 0.0 -0.389
C 2.141 -6.370 0.306 0.0 0.0 0.0 -0.650
C 0.853 -5.888 0.121 0.0 0.0 0.0 -0.194
C 0.752 -0.433 -3.423 0.0 0.0 -0.1 0.893
C -0.397 -0.686 -4.177 0.0 0.0 0.0 0.107
C -0.576 -0.074 -5.403 0.0 -0.1 0.0 -0.740
C 0.386 0.801 -5.896 0.1 0.0 0.0 -0.356
C 1.540 1.034 -5.168 0.0 0.0 -0.1 -0.951
C 1.725 0.416 -3.939 0.0 -0.1 0.1 -0.158
H 6.422 -2.573 -0.680 0.0 0.0 0.0 0.364
H 5.862 -2.704 -2.349 0.0 0.0 0.0 0.303
H 5.185 -3.764 -1.113 0.0 0.0 0.0 0.204
H 5.644 -0.524 0.294 0.0 0.0 0.0 0.351
H 1.448 1.060 1.797 0.1 0.0 0.1 0.798
H 0.481 1.534 4.001 0.0 0.0 0.0 0.621
H 1.840 2.659 5.754 0.0 0.0 0.0 0.466
H 4.192 3.277 5.261 0.0 0.0 0.0 0.365
H 5.176 2.699 3.058 0.0 0.0 0.0 0.484
H 3.017 -2.618 -2.340 0.0 0.0 0.0 0.556
H -0.029 -1.285 0.477 0.0 -0.2 -0.2 -0.260
H 0.992 -2.620 -0.047 0.0 -0.1 -0.1 0.128
H -2.032 -2.596 0.356 0.0 -0.1 -0.1 0.109
H -0.827 -3.668 1.074 -0.1 0.0 0.0 0.460
H 1.043 -5.064 -3.153 0.0 0.0 0.0 0.351
H 3.326 -5.944 -2.834 0.0 0.0 0.0 0.373
H 4.038 -6.777 -0.616 0.0 0.0 0.0 0.408
H 2.447 -6.723 1.284 0.0 0.0 0.0 0.412
H 0.159 -5.876 0.953 0.0 0.0 0.0 0.436
H -1.142 -1.362 -3.778 0.0 0.0 0.0 0.200
H -1.480 -0.261 -5.972 0.0 0.0 0.0 0.333
H 0.224 1.317 -6.835 0.0 0.0 0.0 0.377
H 2.286 1.724 -5.537 0.0 0.1 0.0 0.367
H 2.614 0.626 -3.358 0.0 0.0 0.0 0.436
S -1.631 6.933 -7.192 0.0 0.1 -0.2 -0.443
C -1.296 6.322 -5.667 0.1 -0.1 0.3 0.045
S -2.189 6.683 -4.254 0.1 -0.2 0.0 -0.182
C -1.345 5.667 -3.077 0.2 -0.1 -0.4 -0.076
C -0.282 4.972 -3.594 -0.4 0.3 -0.1 -0.344
S 0.757 3.837 -2.828 0.3 -0.4 0.2 -0.245
S -0.005 5.255 -5.318 -0.1 -0.1 0.1 -0.094
S -1.994 5.627 -1.482 -0.3 -0.1 0.3 -0.446
C 0.559 5.587 4.255 0.0 0.0 0.0 -0.994
N 0.486 5.041 2.925 0.0 0.0 0.1 0.308
C 1.302 5.358 1.859 0.0 -0.1 0.0 -0.714
C 0.886 4.581 0.818 0.1 0.0 0.0 -0.571
N -0.154 3.785 1.228 -0.1 -0.1 0.2 0.590
C -0.368 4.083 2.482 0.0 0.1 -0.1 -0.754
H 0.352 6.659 4.250 0.0 0.0 0.0 0.336
H 1.549 5.421 4.684 0.0 0.0 0.0 0.330
H -0.180 5.090 4.882 0.0 0.0 0.0 0.303
H 2.074 6.104 1.939 0.0 0.0 0.0 0.466
H 1.246 4.547 -0.201 -0.1 0.0 0.0 0.165
H -1.131 3.644 3.109 0.1 0.0 0.0 0.387
C -2.733 2.592 -4.206 0.2 0.2 0.0 -0.373
C -3.707 1.459 -4.139 -0.2 -0.1 -0.1 -0.645
O -3.407 0.656 -3.012 -0.1 -0.1 0.1 0.305
C -4.267 -0.447 -2.903 0.1 -0.1 0.1 -0.901
C -3.701 -1.375 -1.847 0.0 0.1 -0.1 0.600
H -2.912 3.192 -5.101 0.0 0.1 0.0 0.454
H -1.708 2.219 -4.227 0.0 0.1 0.0 -0.132
H -2.843 3.228 -3.331 0.1 0.2 0.1 0.032
H -3.655 0.837 -5.046 0.0 0.0 0.0 0.278
H -4.739 1.836 -4.056 0.0 -0.1 0.0 0.305
H -4.329 -0.966 -3.872 0.0 0.0 0.0 0.399
H -5.284 -0.113 -2.640 0.0 0.0 0.0 0.308
H -2.675 -1.634 -2.119 0.0 -0.1 0.1 -0.557
H -4.301 -2.285 -1.756 0.0 0.0 0.0 0.486
H -3.671 -0.864 -0.884 0.0 0.0 0.0 -0.391

[4]
19
Properties=species:S:1:pos:R:3:forces:R:3:mulliken_charge:R:1 method="wB97M-V/def2-TZVPD" e_homo_ha=-0.27286 total_charge=0 de_lowest_kcal_mol=97.7 total_energy_ev=-9366.957 homo_lumo_gap_ha=0.296
C -1.035 -0.604 -1.208 0.8 0.3 0.2 -0.724
C 1.059 -0.311 -1.797 -0.5 -0.2 -0.8 -1.167
N -1.612 0.458 -0.656 0.1 0.2 0.1 -0.216
H -1.827 1.254 -1.241 0.0 -0.1 0.1 0.224
H -1.488 0.645 0.349 -0.1 -0.2 -0.3 0.415
H -1.257 -0.809 -2.246 0.1 0.0 0.0 0.412
H -0.838 -1.439 -0.550 0.0 0.0 0.0 0.382
H 0.816 0.434 -2.558 -0.1 0.0 0.0 0.298
H 2.130 -0.189 -1.619 0.0 0.0 0.3 0.374
H 0.984 -1.301 -2.248 -0.1 -0.1 0.0 0.325
C 1.234 0.382 0.977 0.0 0.0 -1.1 -0.877
C 0.220 -0.304 1.735 -0.5 -0.4 0.0 0.512
N -0.883 0.496 2.180 0.3 -0.1 0.0 -0.559
O 0.124 -1.525 1.859 0.0 0.5 0.0 -0.644
H -0.647 1.428 2.494 0.0 -0.1 0.0 0.204
H -1.467 -0.011 2.832 0.1 0.0 0.0 0.207
H 0.957 0.086 -0.436 -0.2 0.2 1.4 0.108
H 1.347 1.448 1.167 -0.1 0.0 0.0 0.316
H 2.185 -0.141 0.965 0.0 0.0 0.2 0.411

Repeat the fourth record exactly.
19
Properties=species:S:1:pos:R:3:forces:R:3:mulliken_charge:R:1 method="wB97M-V/def2-TZVPD" e_homo_ha=-0.27286 total_charge=0 de_lowest_kcal_mol=97.7 total_energy_ev=-9366.957 homo_lumo_gap_ha=0.296
C -1.035 -0.604 -1.208 0.8 0.3 0.2 -0.724
C 1.059 -0.311 -1.797 -0.5 -0.2 -0.8 -1.167
N -1.612 0.458 -0.656 0.1 0.2 0.1 -0.216
H -1.827 1.254 -1.241 0.0 -0.1 0.1 0.224
H -1.488 0.645 0.349 -0.1 -0.2 -0.3 0.415
H -1.257 -0.809 -2.246 0.1 0.0 0.0 0.412
H -0.838 -1.439 -0.550 0.0 0.0 0.0 0.382
H 0.816 0.434 -2.558 -0.1 0.0 0.0 0.298
H 2.130 -0.189 -1.619 0.0 0.0 0.3 0.374
H 0.984 -1.301 -2.248 -0.1 -0.1 0.0 0.325
C 1.234 0.382 0.977 0.0 0.0 -1.1 -0.877
C 0.220 -0.304 1.735 -0.5 -0.4 0.0 0.512
N -0.883 0.496 2.180 0.3 -0.1 0.0 -0.559
O 0.124 -1.525 1.859 0.0 0.5 0.0 -0.644
H -0.647 1.428 2.494 0.0 -0.1 0.0 0.204
H -1.467 -0.011 2.832 0.1 0.0 0.0 0.207
H 0.957 0.086 -0.436 -0.2 0.2 1.4 0.108
H 1.347 1.448 1.167 -0.1 0.0 0.0 0.316
H 2.185 -0.141 0.965 0.0 0.0 0.2 0.411